Record 1
A molecular structure, C26H22ClF6N5O6S2Sn, computed with ωB97M-V with the def2-TZVPD basis set.

```
69
Properties=species:S:1:pos:R:3:forces:R:3:nbo_charge:R:1
Sn 0.099 0.153 -1.199 0.1584 -0.0173 0.1214 1.442
F 0.150 -1.265 4.457 0.0004 -0.0037 0.0177 -0.294
C 0.591 -0.888 3.267 0.0031 0.0257 0.0239 0.729
F 0.328 0.410 3.095 -0.0052 0.0130 -0.0139 -0.313
F 1.900 -1.079 3.190 0.0003 -0.0200 -0.0040 -0.294
S -0.251 -1.855 1.947 0.1745 0.0291 -0.0871 2.277
O 0.334 -1.287 0.724 -0.0499 -0.0029 -0.0184 -1.040
O 0.032 -3.224 2.197 -0.0338 -0.0120 0.0046 -0.875
N -1.757 -1.520 2.124 -0.0224 -0.1071 0.1516 -1.232
S -2.562 -0.380 1.411 -0.1104 0.0758 -0.0474 2.264
O -2.628 0.848 2.152 -0.0135 -0.0332 -0.0132 -0.941
O -2.280 -0.292 -0.010 0.0569 0.1560 -0.0810 -0.976
C -4.248 -1.116 1.492 -0.0069 0.0124 -0.0322 0.741
F -4.618 -1.280 2.754 0.0088 -0.0106 0.0115 -0.297
F -4.261 -2.284 0.864 -0.0074 -0.0131 0.0109 -0.299
F -5.087 -0.281 0.890 0.0194 -0.0091 0.0199 -0.297
C 1.093 1.549 -5.495 -0.0040 -0.0197 -0.0106 -0.223
C 0.734 0.471 -6.287 -0.0030 0.0003 0.0298 -0.115
C 0.180 -0.657 -5.698 0.0214 0.0208 -0.0418 -0.221
C 0.005 -0.679 -4.325 -0.0268 -0.0350 0.1277 0.256
N 0.370 0.364 -3.566 -0.1497 -0.1876 -0.0710 -0.571
C 0.892 1.452 -4.131 0.0224 0.0177 -0.0218 0.061
C -0.607 -1.827 -3.593 0.0583 0.1173 -0.0373 0.160
C -1.047 -2.963 -4.249 -0.0116 -0.0431 0.0086 -0.207
C -1.629 -3.993 -3.524 0.0057 0.0215 -0.0025 -0.103
C -1.768 -3.856 -2.156 0.0159 0.0153 -0.0030 -0.228
C -1.312 -2.695 -1.562 -0.0361 -0.0376 0.0133 0.091
N -0.737 -1.706 -2.255 -0.0314 0.0379 -0.0684 -0.567
H 1.517 2.446 -5.923 0.0049 0.0058 0.0085 0.250
H 0.877 0.505 -7.359 -0.0004 -0.0011 -0.0033 0.249
H -0.105 -1.495 -6.315 -0.0057 -0.0014 0.0023 0.237
H 1.166 2.259 -3.461 -0.0105 0.0078 0.0005 0.224
H -0.945 -3.055 -5.319 0.0056 0.0022 -0.0019 0.238
H -1.974 -4.884 -4.030 0.0002 -0.0027 0.0016 0.249
H -2.220 -4.626 -1.547 -0.0044 0.0033 0.0026 0.256
H -1.415 -2.544 -0.499 0.0010 0.0101 -0.0186 0.232
O 3.942 2.608 -2.359 0.0027 0.0149 -0.0083 -0.739
C 5.136 1.928 -1.993 -0.0391 0.0046 0.0103 0.072
N 5.655 1.078 -3.027 0.0507 -0.0093 -0.0082 -0.631
C 5.418 -0.252 -3.231 -0.0321 0.0573 -0.0112 0.660
O 6.055 -0.900 -4.030 -0.0003 -0.0322 -0.0078 -0.560
C 4.325 -0.934 -2.450 0.0083 -0.0286 0.0006 -0.173
C 4.519 -2.268 -2.102 0.0127 0.0252 0.0079 -0.084
C 3.505 -2.952 -1.457 -0.0141 -0.0308 0.0036 -0.190
C 2.312 -2.301 -1.207 0.0336 0.0655 -0.0542 0.056
N 2.107 -1.028 -1.572 -0.0178 -0.0671 0.0509 -0.569
C 3.100 -0.358 -2.172 -0.0141 0.0451 0.0120 0.050
H 4.171 3.379 -2.890 -0.0094 -0.0082 0.0073 0.485
H 4.889 1.337 -1.114 -0.0019 -0.0051 -0.0025 0.187
H 5.911 2.644 -1.718 -0.0029 -0.0104 0.0010 0.197
H 6.398 1.433 -3.612 -0.0045 -0.0019 -0.0003 0.421
H 5.458 -2.744 -2.351 -0.0006 -0.0067 0.0002 0.260
H 3.627 -3.982 -1.156 -0.0082 0.0013 0.0068 0.243
H 1.495 -2.796 -0.703 -0.0064 -0.0219 0.0236 0.227
H 2.895 0.667 -2.451 0.0190 0.0237 0.0153 0.232
Cl -3.579 3.890 10.138 0.0002 0.0020 0.0048 0.185
C -3.563 3.624 8.473 -0.0001 -0.0074 -0.0247 0.129
C -3.285 2.327 7.996 0.0005 -0.0055 0.0029 -0.272
C -3.274 2.112 6.653 0.0038 -0.0050 -0.0164 -0.025
C -3.543 3.188 5.739 -0.0112 -0.0659 0.0219 -0.210
C -3.542 2.964 4.401 0.0164 0.0587 0.0097 -0.006
C -3.821 4.494 6.268 -0.0049 -0.0067 -0.0009 -0.026
C -3.830 4.708 7.611 -0.0009 0.0052 -0.0046 -0.271
H -3.088 1.533 8.703 -0.0018 0.0032 0.0051 0.265
H -3.067 1.128 6.253 0.0029 0.0048 0.0021 0.247
H -3.750 3.771 3.708 -0.0023 -0.0236 -0.0144 0.219
H -3.329 1.989 3.975 -0.0014 0.0038 -0.0145 0.247
H -4.026 5.305 5.581 0.0006 0.0043 -0.0013 0.246
H -4.038 5.681 8.032 -0.0015 0.0023 0.0041 0.266
```
Positions in Å, forces in eV/Å.

Output
HOMO energy (eV): -14.183
Net charge: +2
2S+1: 1
Gap between HOMO and LUMO (eV): 6.762

=====

Record 2
A single C4H3NO3 molecule in a non-equilibrium geometry, computed with ωB97M-V with the def2-TZVPD basis set.

```
11
Properties=species:S:1:pos:R:3:forces:R:3:nbo_charge:R:1
O 1.325 0.486 2.066 -2.7522 -2.5936 -4.7219 -0.572
C 0.883 -0.268 1.106 3.0067 2.4984 4.2766 0.759
O 1.422 -1.465 1.057 -2.5044 -5.1874 -2.3301 -0.634
C -0.002 0.014 -0.001 -2.0347 2.4333 0.8468 -0.334
C -0.279 -0.582 -1.238 2.3019 -2.1723 -1.1787 -0.032
N -1.103 0.046 -2.010 0.2956 -1.3406 0.8696 -0.069
O -1.554 1.003 -1.216 -0.7722 3.4780 2.4251 -0.260
C -0.886 1.055 0.003 -0.6980 0.1552 -1.3987 0.199
H 0.741 -2.252 0.462 3.1317 3.8157 2.6031 0.485
H 0.259 -1.442 -1.606 -0.0529 -0.1034 -0.3272 0.208
H -1.115 1.871 0.733 0.0783 -0.9832 -1.0646 0.250
```
Positions in Å, forces in eV/Å.

Output
HOMO energy (eV): -10.695
2S+1: 1
Gap between HOMO and LUMO (eV): 10.531
SMILES: O=C(O)c1cnoc1

=====

Record 3
A gas-phase ion, C2H4NO2 (charge +1) in a non-equilibrium geometry, computed with ωB97M-V with the def2-TZVPD basis set.

```
9
Properties=species:S:1:pos:R:3:forces:R:3:nbo_charge:R:1
N -0.878 -0.658 0.025 -1.9237 0.4822 -0.7019 -0.724
C 0.280 0.076 -0.534 2.3129 -2.6520 -1.4764 0.086
O 0.251 1.440 -0.270 -1.7154 3.3046 -0.5607 -0.349
C 1.075 0.812 0.464 9.4937 -0.7826 6.4441 0.730
O 2.174 0.956 1.392 -8.4598 -0.9210 -6.6878 -0.452
H -1.327 -1.484 -0.467 1.2788 0.8607 0.2189 0.486
H -1.644 0.074 -0.026 0.5237 -0.9487 0.9388 0.476
H -0.598 -0.937 0.970 -0.7651 0.0078 0.1713 0.476
H 0.666 -0.279 -1.554 -0.7451 0.6490 1.6537 0.271
```
Positions in Å, forces in eV/Å.

Output
HOMO energy (eV): -15.402
Net charge: +1
2S+1: 1
Gap between HOMO and LUMO (eV): 10.322
SMILES: [NH3+][C@H]1OC1=O

=====

Record 4
A single C4H5NO2 molecule, computed with ωB97M-V with the def2-TZVPD basis set.

```
12
Properties=species:S:1:pos:R:3:forces:R:3:nbo_charge:R:1
O 2.574 -0.420 -0.690 -0.4998 0.0957 -0.0378 -0.505
C 1.389 -0.210 -0.757 0.3367 0.0200 0.0322 0.429
C 0.650 0.470 0.364 0.3134 0.0494 0.0239 -0.177
C -0.606 1.217 0.045 -0.1203 0.2276 -0.1315 -0.209
N -0.638 0.007 0.839 0.0777 -0.2627 0.0540 -0.438
C -1.118 -1.243 0.450 0.2222 -0.2759 -0.2633 0.538
O -0.429 -2.100 -0.049 -0.3327 0.2335 0.2886 -0.542
H 0.816 -0.428 -1.679 -0.0066 -0.0500 0.1462 0.120
H 1.306 0.815 1.159 -0.0444 0.0714 -0.1324 0.228
H -0.958 1.164 -0.986 0.0521 -0.0623 0.2060 0.205
H -0.822 2.148 0.563 -0.0282 -0.2008 -0.0266 0.217
H -2.165 -1.420 0.741 0.0300 0.1540 -0.1595 0.134
```
Positions in Å, forces in eV/Å.

Output
HOMO energy (eV): -9.928
2S+1: 1
Gap between HOMO and LUMO (eV): 10.546
SMILES: O=C[C@H]1CN1C=O

=====

Record 5
A single C3H7NO2 molecule in a non-equilibrium geometry, computed with ωB97M-V with the def2-TZVPD basis set.

```
13
Properties=species:S:1:pos:R:3:forces:R:3:nbo_charge:R:1
C -1.226 1.234 -0.884 0.5360 -0.1860 -0.3526 -0.396
C -0.584 0.408 -0.093 -3.8780 -1.5391 5.4334 0.268
O -1.461 -0.100 1.188 -0.1657 0.7982 -2.2250 -0.806
C 0.655 -0.031 0.505 2.3431 1.4672 -4.5004 0.203
N 0.866 -1.394 0.605 -0.0032 0.0426 0.1876 -0.820
O 1.414 0.737 -0.816 1.0907 -0.7554 1.5702 -0.839
H -2.298 1.319 -0.806 -0.0586 -0.0366 0.1662 0.233
H -0.696 1.817 -1.619 0.0452 -0.0567 -0.0869 0.235
H -1.348 -1.058 1.283 0.1366 0.3287 -0.2191 0.464
H 1.018 0.552 1.346 -0.1354 -0.0660 -0.1796 0.231
H 0.605 -1.956 -0.194 0.1169 0.1178 0.0800 0.385
H 1.712 -1.684 1.069 -0.0274 0.0480 -0.1553 0.395
H 1.342 0.155 -1.583 -0.0003 -0.1627 0.2815 0.446
```
Positions in Å, forces in eV/Å.

Output
HOMO energy (eV): -9.642
2S+1: 1
Gap between HOMO and LUMO (eV): 10.304
SMILES: C=C(O)[C@@H](N)O

=====

Record 6
2 unconnected molecules or ions with the total composition C3H5NO3 in a non-equilibrium geometry, computed with ωB97M-V with the def2-TZVPD basis set.

```
12
Properties=species:S:1:pos:R:3:forces:R:3:nbo_charge:R:1
O 0.768 -1.134 -0.658 1.2049 2.6689 -1.0812 -0.686
C 0.353 0.103 -0.283 -0.2685 -1.2258 -0.6452 0.362
C -0.088 1.019 -1.163 0.4387 0.6628 -0.0474 -0.046
O -0.416 2.145 -0.441 -0.5271 -0.3317 0.3147 -0.400
C -0.280 1.758 0.828 0.1551 0.3814 1.5640 0.335
N 0.219 0.565 1.018 -0.5583 0.5620 -0.7142 -0.510
H 0.453 -1.805 -0.092 -0.7542 -1.5383 1.1990 0.495
H -0.166 1.082 -2.228 0.0564 -0.0706 -0.0977 0.214
H -0.628 2.455 1.630 0.5733 -0.6762 -1.0253 0.194
O -0.416 -3.087 0.483 -0.9775 1.0431 2.2537 -0.924
H -0.705 -2.582 1.310 0.2021 -0.7742 -1.6523 0.485
H 0.107 -3.769 0.896 0.4552 -0.7015 -0.0680 0.481
```
Positions in Å, forces in eV/Å.

Output
HOMO energy (eV): -8.697
2S+1: 1
Gap between HOMO and LUMO (eV): 9.217
SMILES: Oc1cocn1.O

=====

Record 7
A single C7H14 molecule in a non-equilibrium geometry, computed with ωB97M-V with the def2-TZVPD basis set.

```
21
Properties=species:S:1:pos:R:3:forces:R:3:nbo_charge:R:1
C 0.734 -0.710 2.035 0.9060 1.0622 -2.3151 -0.428
C -0.134 -0.263 1.056 1.8687 -1.0517 1.5297 0.051
C -1.523 0.029 1.418 -2.0099 1.7191 -0.1076 -0.665
C 0.183 0.045 -0.493 0.7444 -2.0306 1.6573 -0.109
C 1.648 -0.244 -0.715 1.7337 0.3158 -1.1840 -0.614
C -0.049 1.487 -0.748 -2.4352 1.4805 -3.0183 -0.609
C -0.635 -0.832 -1.476 -1.5776 -0.6867 1.9905 -0.604
H 1.847 -0.728 1.962 -0.9227 -0.2246 -0.8876 0.192
H 0.545 -0.992 3.051 -1.2420 0.2497 0.3026 0.201
H -1.674 1.143 1.203 -0.1161 -1.4562 0.1235 0.217
H -2.167 -0.538 0.752 -0.4456 0.1817 -0.1861 0.212
H -1.974 -0.081 2.425 1.1380 -0.3789 -0.2543 0.227
H 1.809 -0.093 -1.821 0.3323 0.8635 1.0170 0.208
H 2.300 0.401 -0.019 -0.7477 -0.9318 -1.4398 0.217
H 2.015 -1.287 -0.717 -0.6727 0.1723 1.0175 0.222
H -1.139 1.796 -0.614 1.4831 -0.3029 0.0786 0.212
H 0.604 2.110 -0.241 0.9800 1.1248 1.7882 0.217
H 0.183 1.861 -1.813 -0.3748 -1.2361 1.0117 0.213
H -0.432 -0.606 -2.477 0.6637 0.8112 -1.5293 0.211
H -1.742 -0.558 -1.355 1.3545 -0.9696 -0.0760 0.208
H -0.397 -1.941 -1.414 -0.6601 1.2882 0.4816 0.220
```
Positions in Å, forces in eV/Å.

Output
HOMO energy (eV): -9.043
2S+1: 1
Gap between HOMO and LUMO (eV): 9.951
SMILES: C=C(C)C(C)(C)C

=====

Record 8
A single C25H26N2O7 molecule, computed with ωB97M-V with the def2-TZVPD basis set.

```
60
Properties=species:S:1:pos:R:3:forces:R:3:nbo_charge:R:1
C 1.173 3.683 -0.165 -0.3414 -0.1963 -0.1222 -0.643
C -0.031 3.298 -1.020 0.3149 0.2854 -0.0949 -0.061
O -0.879 2.367 -0.377 -0.1452 -0.2666 0.1590 -0.503
C -0.475 1.073 -0.260 -0.1757 -0.1394 0.1440 0.321
C 0.636 0.513 -0.857 -0.0542 0.0201 -0.0258 -0.288
C 0.941 -0.837 -0.671 -0.3738 -0.0307 0.1739 -0.111
C 2.215 -1.322 -1.239 0.0160 0.2455 -0.3730 0.789
O 2.857 -0.739 -2.080 -0.0668 -0.2287 0.0892 -0.601
O 2.616 -2.468 -0.662 -0.1661 -0.1284 0.1036 -0.514
C 3.947 -2.872 -0.915 0.4776 -0.2114 -0.4366 -0.175
C 5.022 -1.866 -0.482 -0.1445 -0.1130 -0.1208 0.563
O 6.162 -2.023 -0.861 -0.1004 -0.1038 -0.0723 -0.540
C 4.600 -0.713 0.305 0.4103 0.6716 0.2460 -0.257
C 5.137 0.536 0.091 0.0186 -0.6201 -0.1688 0.076
N 4.486 1.461 0.835 0.1219 0.3579 -0.0250 -0.528
C 3.521 0.839 1.583 -0.3329 -0.5092 0.2005 0.183
C 2.614 1.373 2.489 -0.0281 0.0773 0.0669 -0.251
C 1.757 0.499 3.122 0.0259 0.2070 -0.0010 -0.214
C 1.824 -0.874 2.883 0.0525 -0.2545 0.0305 -0.230
C 2.722 -1.409 1.986 -0.0429 0.1148 0.2348 -0.176
C 3.565 -0.545 1.288 0.1175 0.4150 0.1173 -0.099
C 0.108 -1.638 0.093 0.2226 0.1465 -0.3224 -0.174
C -1.021 -1.094 0.684 -0.2553 0.1579 0.0780 -0.306
C -1.312 0.252 0.534 0.1936 0.1367 -0.1273 0.262
O -2.373 0.895 1.094 0.2391 0.0773 -0.1017 -0.488
C -3.338 0.140 1.792 -0.0524 -0.2160 0.2457 -0.161
C -4.055 -0.936 0.964 0.0897 0.2211 0.1830 0.654
O -4.178 -2.063 1.411 0.0751 -0.2017 0.3009 -0.635
N -4.555 -0.574 -0.230 -0.1471 -0.0519 -0.2669 -0.429
C -4.475 0.717 -0.879 0.1750 0.3129 -0.3354 -0.255
C -3.678 0.567 -2.183 -0.0283 0.2791 0.2666 -0.077
O -4.254 -0.404 -3.024 -0.0758 0.0361 -0.1721 -0.522
C -4.312 -1.659 -2.385 -0.2061 -0.1853 0.2217 -0.077
C -5.136 -1.583 -1.097 0.1538 -0.3245 -0.2501 -0.258
H 1.762 4.435 -0.683 0.0931 0.0858 -0.0506 0.215
H 1.795 2.813 0.033 0.1137 -0.0375 0.0347 0.214
H 0.834 4.087 0.785 -0.0027 0.0539 0.0923 0.215
H -0.669 4.172 -1.181 0.1067 -0.1263 -0.0650 0.195
H 0.290 2.919 -1.997 -0.0858 0.0342 0.0489 0.174
H 1.306 1.088 -1.475 0.0497 0.1273 -0.0263 0.241
H 4.086 -3.810 -0.373 -0.0084 0.1096 -0.0566 0.220
H 4.101 -3.053 -1.986 0.0229 0.0105 0.2135 0.226
H 5.919 0.804 -0.593 0.1252 0.0703 -0.1206 0.228
H 4.674 2.450 0.833 -0.0057 -0.1333 -0.0119 0.417
H 2.591 2.433 2.693 -0.0366 0.1126 0.0353 0.213
H 1.033 0.879 3.826 -0.0605 0.0504 0.0669 0.215
H 1.155 -1.531 3.419 -0.0726 -0.0748 0.0421 0.214
H 2.766 -2.473 1.823 -0.0396 -0.0923 -0.0209 0.219
H 0.335 -2.682 0.226 0.0395 -0.0994 0.0731 0.230
H -1.664 -1.732 1.268 -0.1172 -0.0538 0.0927 0.244
H -2.897 -0.364 2.661 -0.1011 0.0281 -0.1782 0.210
H -4.071 0.870 2.149 0.0887 -0.1002 -0.0260 0.216
H -3.999 1.458 -0.242 -0.0844 -0.0331 -0.0510 0.240
H -5.495 1.040 -1.121 0.0823 0.0237 0.0167 0.195
H -3.684 1.503 -2.743 0.0461 -0.0064 0.0734 0.197
H -2.639 0.293 -1.945 -0.0698 0.0439 -0.0119 0.172
H -4.772 -2.345 -3.098 0.0491 -0.0291 0.0765 0.198
H -3.294 -2.007 -2.146 -0.0781 0.0000 -0.0123 0.170
H -5.127 -2.537 -0.568 -0.0555 0.0971 -0.0886 0.251
H -6.167 -1.299 -1.334 0.0337 -0.0418 0.0083 0.196
```
Positions in Å, forces in eV/Å.

Output
HOMO energy (eV): -8.091
2S+1: 1
Gap between HOMO and LUMO (eV): 8.669
SMILES: CCOc1cc(C(=O)OCC(=O)c2c[nH]c3ccccc23)ccc1OCC(=O)N1CCOCC1

=====

E_LUMO values (in Eh) by entry order: -0.2727; -0.0060; -0.1867; 0.0227; 0.0243; 0.0191; 0.0334; 0.0212.
Calculated total energy values (in eV) by entry order: -103370.196; -11825.982; -7712.047; -9812.290; -8806.422; -10823.710; -7484.304; -43659.769.